No. 1
Entry from OMol25: the molecule C4H8N2O (wB97M-V/def2-TZVPD).

SMILES: C=C(C)NNC=O
Relative energy (zero: lowest compared OMol25 entry of this formula, charge and spin): 4.3044 eV
M: 100.12 g mol⁻¹

Last column: Löwdin charge in e.
CARTESIAN COORDINATES (ANGSTROEM)
C 1.7859 -0.5395 0.8094  -0.0688
N -0.8599 -0.3292 -0.1402  -0.0605
N -0.8847 -0.2117 -1.5301  -0.0332
C 0.3913 -0.1164 1.0341  -0.2666
C -0.8649 0.9843 -2.1679  -0.3674
C -0.3235 0.4265 1.9744  0.0082
O -1.1464 1.1295 -3.3368  0.0071
H -1.3727 -1.1698 0.1263  0.1003
H -1.1806 -1.0117 -2.0868  0.1481
H -0.5366 1.7992 -1.5039  0.1332
H 1.8431 -1.6148 0.6331  0.0808
H 2.2089 -0.0322 -0.0585  0.0782
H 2.3887 -0.3013 1.6866  0.0823
H -0.0429 0.6087 2.9975  0.0607
H -1.4057 0.3783 1.5627  0.0974


No. 2
Entry from OMol25: the molecule C4H6N2OS (wB97M-V/def2-TZVPD).

SMILES: C=CC(=O)/C(N)=N/S
Relative energy (zero: lowest compared OMol25 entry of this formula, charge and spin): 3.8863 eV
M: 130.17 g mol⁻¹

Last column: Löwdin charge in e.
CARTESIAN COORDINATES (ANGSTROEM)
C 0.0817 -0.8754 0.0351  -0.4094
C 0.4550 0.5045 0.4445  -0.4224
C -0.5209 1.5204 0.1793  -0.0440
C -0.1524 2.9303 -0.1996  0.1221
H 1.9631 -1.5335 0.6599  0.1402
H 0.7040 -2.6840 0.5544  0.0146
H -0.6432 -3.4298 -0.7544  -0.0936
H -1.5383 1.3240 -0.1480  0.0789
H -0.8876 3.5373 -0.5853  0.0043
H 0.8824 3.3936 0.0331  0.0919
N 1.0080 -1.8218 0.3353  0.1445
N -1.1113 -1.0523 -0.5805  -0.4113
O 1.5740 0.7156 0.8464  0.0881
S -1.8143 -2.5289 -0.8203  0.6961


No. 3
Entry from OMol25: a cluster of 7 separate species, C22H62N4O10 in total (wB97M-V/def2-TZVPD).

SMILES: COC[C@H](C)N.COC[C@H](C)N.COC[C@H](C)N.COC[C@H](C)N.OCCO.OCCO.OCCO
Relative energy (zero: lowest compared OMol25 entry of this formula, charge and spin): 1.7681 eV
M: 542.76 g mol⁻¹

Last column: Löwdin charge in e.
CARTESIAN COORDINATES (ANGSTROEM)
C -0.9674 -1.9593 -0.7281  -0.0729
C -0.6521 -1.3134 0.6163  -0.3995
C 0.5575 -0.4133 0.4264  -0.2232
O 0.9148 0.2743 1.5772  -0.1709
C 2.1618 0.9029 1.5228  -0.1185
N -1.8461 -0.5594 1.0880  0.0472
H -0.2159 -2.6895 -1.0300  0.0823
H -1.0457 -1.1836 -1.5033  0.0737
H -1.9831 -2.3560 -0.8045  0.0785
H -0.4833 -2.0593 1.3971  0.1291
H 0.2448 0.3111 -0.3487  0.1322
H 1.3321 -1.0221 -0.0568  0.1366
H 2.1968 1.5625 0.6449  0.0832
H 3.0322 0.2378 1.4154  0.0954
H 2.3673 1.4599 2.4332  0.0752
H -1.9846 0.2396 0.4664  0.0815
H -2.6309 -1.1509 0.8376  0.0570
C -1.4168 -2.5671 -4.4880  -0.0581
C -2.4625 -3.1108 -5.4417  -0.4383
C -2.0080 -4.3272 -6.2456  -0.2003
O -1.1016 -4.0059 -7.2958  -0.1952
C -1.6675 -3.3766 -8.4277  -0.1067
N -3.7245 -3.4025 -4.7377  0.0300
H -1.6842 -1.5940 -4.0749  0.0563
H -0.4548 -2.4847 -4.9948  0.0836
H -1.3033 -3.2164 -3.6153  0.0729
H -2.7408 -2.3156 -6.1370  0.1222
H -2.8774 -4.8650 -6.6442  0.1189
H -1.4352 -5.0621 -5.6728  0.1309
H -2.0634 -2.4028 -8.1175  0.0761
H -2.4925 -3.9421 -8.8750  0.0883
H -0.8738 -3.2414 -9.1556  0.0880
H -3.7282 -4.3396 -4.3453  0.0689
H -4.5132 -3.3870 -5.3725  0.0681
C 5.2621 4.7219 4.2164  -0.0579
C 4.1808 5.6103 3.5357  -0.4286
C 2.8514 4.9060 3.5252  -0.2094
O 1.9532 5.6319 2.6866  -0.1850
C 0.8698 4.8354 2.2366  -0.1076
N 4.0830 6.9347 4.1606  0.0383
H 4.9776 4.2640 5.1661  0.0784
H 6.0741 5.3986 4.4990  0.0662
H 5.6721 4.0038 3.5067  0.0644
H 4.5864 5.7472 2.5305  0.1241
H 2.4000 4.8821 4.5259  0.1333
H 2.9667 3.8749 3.1710  0.1133
H 0.2223 4.4051 3.0108  0.0858
H 1.2607 3.9978 1.6450  0.0752
H 0.2828 5.5307 1.6362  0.0889
H 3.4855 6.8917 4.9853  0.0729
H 4.9766 7.1694 4.5843  0.0583
C -4.9665 0.5543 0.2217  -0.0720
C -5.7225 0.7389 -1.1017  -0.4298
C -4.6493 0.8537 -2.1883  -0.2150
O -5.2520 0.9324 -3.4767  -0.1923
C -4.3572 0.9040 -4.5479  -0.1249
N -6.5911 -0.4054 -1.3039  0.0524
H -4.3956 1.3979 0.6184  0.0822
H -4.3105 -0.3088 0.2235  0.0426
H -5.7477 0.4580 0.9807  0.0837
H -6.1886 1.7223 -1.0858  0.1413
H -3.8804 0.0706 -2.1380  0.1165
H -4.1490 1.8334 -2.0881  0.1306
H -4.9137 0.5569 -5.4228  0.0863
H -3.5076 0.2366 -4.3874  0.0704
H -4.0077 1.8982 -4.8543  0.0865
H -6.0174 -1.2359 -1.3633  0.0767
H -7.1244 -0.2640 -2.1512  0.0717
C 0.3965 -6.4344 3.2876  -0.2530
C 0.5367 -5.5783 2.0515  -0.2575
O 1.2543 -4.3893 2.3309  -0.0625
O -0.3827 -5.7741 4.2781  -0.0633
H 1.3936 -6.6283 3.6975  0.1192
H -0.0580 -7.4009 3.0449  0.1185
H -0.4632 -5.3074 1.6756  0.1203
H 0.9509 -6.1313 1.2067  0.1185
H 0.6213 -3.7701 2.7072  0.0671
H -0.8173 -6.4261 4.8293  0.0806
C 0.9829 -0.4878 4.6837  -0.2203
C -0.4136 0.1442 4.6851  -0.2219
O -1.3303 -0.6033 3.8753  -0.1084
O 1.3448 -0.9898 5.9885  -0.0833
H 1.7798 0.1944 4.4005  0.0996
H 0.9621 -1.3389 4.0010  0.1067
H -0.4021 1.1536 4.2654  0.1084
H -0.7514 0.1636 5.7195  0.1150
H -1.2236 -0.2776 2.9583  0.0243
H 0.9940 -1.8837 6.0351  0.0784
C 6.2467 3.4056 -1.2700  -0.2440
C 5.8886 3.4291 0.2085  -0.2288
O 4.8437 2.5269 0.6004  -0.0892
O 7.1045 2.3222 -1.6086  -0.0582
H 6.7673 4.3306 -1.5081  0.1211
H 5.3324 3.3884 -1.8738  0.1224
H 5.5515 4.4310 0.4760  0.1106
H 6.7666 3.1293 0.7847  0.1210
H 4.6754 1.8938 -0.1045  0.0687
H 6.6742 1.5196 -1.2952  0.0794


No. 4
Entry from OMol25: the molecule C4H3N3 (wB97M-V/def2-TZVPD).

SMILES: N#C/C=C\NC#N
Relative energy (zero: lowest compared OMol25 entry of this formula, charge and spin): 4.9759 eV
M: 93.09 g mol⁻¹

Last column: Löwdin charge in e.
CARTESIAN COORDINATES (ANGSTROEM)
C -0.4161 0.5272 1.1945  -0.0980
C -0.1073 -0.3144 0.2905  -0.0164
C 0.6325 0.6349 2.0373  -0.3625
C 1.1235 -1.7506 1.2800  -0.3840
N 1.0937 1.4059 2.8120  0.2367
N 0.9502 -2.9269 1.3185  0.1738
N 1.3411 -0.6712 0.6011  0.0481
H -1.2285 1.2712 1.2908  0.1515
H -0.5626 -0.6969 -0.6306  0.1470
H 1.7817 0.0316 1.2232  0.1037


No. 5
Entry from OMol25: a cluster of 2 separate species, C5H10O in total (wB97M-V/def2-TZVPD).

SMILES: C/C=C/C=O.C
Relative energy (zero: lowest compared OMol25 entry of this formula, charge and spin): 1.1121 eV
M: 86.13 g mol⁻¹

Last column: Löwdin charge in e.
CARTESIAN COORDINATES (ANGSTROEM)
C 1.5134 1.5863 1.0444  -0.0452
C -0.1851 -0.7751 -0.5129  -0.1477
C 0.3410 -2.1072 -0.0755  -0.0819
C -1.4699 -0.4118 -0.4912  -0.0792
C -1.8973 0.9322 -0.9373  -0.2727
O -1.1395 1.8335 -1.2355  0.0207
H 2.3711 1.1568 0.5166  0.0249
H 1.2689 0.9489 1.8994  0.0256
H 1.7676 2.5911 1.3873  0.0207
H 0.5366 -0.0465 -0.8800  0.1000
H 0.7277 -2.6448 -0.9492  0.0822
H 1.1754 -1.9912 0.6277  0.0785
H -0.4427 -2.7083 0.3951  0.0763
H -2.2464 -1.0999 -0.1597  0.1028
H 0.6738 1.6437 0.3567  -0.0183
H -2.9945 1.0923 -0.9860  0.1133


no.,strongest force on any atom (eV/A),orbital gap (eV),HOMO level (eV)
1,3.76,9.232,-8.423
2,7.97,7.699,-8.421
3,2.30,9.460,-9.164
4,10.18,10.050,-10.313
5,0.51,10.194,-9.891